C41H58N3O5SV as an isolated structure, computed with ωB97M-V with the def2-TZVPD basis set.

Properties
LUMO level (alpha / beta): 2.342 / 2.342 eV
Energy relative to the best compared isomer or geometry (same formula, charge and spin): 6.66 kcal/mol
Spin multiplicity: 4
Net charge: -1
HOMO-LUMO gap (alpha / beta): 0.21980 / 0.24606 Ha
<S²>: 3.756

Each line ends with the Mulliken spin population.
Cartesian coordinates (Å):
V -0.210 -0.298 0.079  2.62
S 1.739 -2.436 2.395  0.01
O 0.840 -2.582 3.511  0.00
O -0.300 1.338 1.310  0.10
O 0.071 -2.443 -0.850  0.00
O 1.294 0.277 -1.254  0.07
O 2.996 -1.786 2.628  0.00
N -2.210 -1.319 0.740  -0.03
N 0.944 -1.823 1.113  0.08
N -1.692 0.813 -1.191  -0.06
C 2.011 -4.032 1.649  0.00
C 2.147 -6.268 0.070  0.00
C 1.405 -4.040 0.409  -0.01
C 0.323 -1.719 -4.750  0.00
C -2.924 -0.004 -1.276  0.01
C -0.561 -0.828 -4.160  -0.01
C 4.393 -1.870 -3.564  0.00
C 4.004 0.386 -2.611  0.00
C 3.617 -1.657 -1.225  0.00
C 0.127 -4.079 -5.550  0.00
C -1.485 -2.397 -6.394  0.00
C -2.819 -1.366 -0.597  0.06
C 0.757 -2.724 0.144  -0.02
C 2.698 -5.126 2.136  0.00
C 1.619 -1.769 -4.219  0.00
C -0.215 6.706 -2.262  0.00
C 3.488 -1.061 -2.631  0.00
C -0.201 -0.097 -3.035  0.05
C -2.128 -2.681 1.285  0.04
C 1.059 3.324 1.192  -0.01
C 2.757 -6.252 1.323  0.01
C 2.032 2.823 2.258  0.01
C -1.052 1.021 -2.518  -0.04
C -0.859 2.994 -0.258  0.01
C -0.036 2.510 0.778  -0.01
C 0.736 7.476 -0.105  0.00
C -0.039 -2.604 -5.943  0.00
C 3.112 3.855 2.598  0.00
C 1.253 4.536 0.545  0.00
C 1.061 -0.280 -2.412  0.01
C 1.286 2.496 3.560  0.00
C 2.034 -1.056 -3.106  0.01
C 0.877 -2.297 -7.136  0.00
C 2.737 1.569 1.728  -0.03
C -0.617 4.215 -0.874  0.01
C -2.958 -0.501 1.697  0.06
C 0.775 6.353 -1.151  0.00
C -2.038 2.159 -0.645  0.03
C 1.460 -5.157 -0.403  0.01
C 2.179 6.293 -1.770  0.00
C 0.446 5.015 -0.491  0.00
H 2.341 -2.405 -4.718  0.00
H 2.937 6.080 -1.015  0.00
H 0.812 3.396 3.964  0.00
H 3.290 -7.130 1.666  0.00
H 5.042 0.408 -2.264  0.00
H 4.362 -1.490 -4.589  0.00
H -3.193 -0.174 -2.323  0.00
H -2.197 -2.028 -1.200  -0.01
H 4.118 -2.928 -3.580  0.00
H 3.297 -2.704 -1.226  0.00
H 2.216 -7.158 -0.543  0.00
H -0.208 5.956 -3.055  0.00
H 0.767 -1.255 -7.442  0.00
H -1.547 -2.674 2.207  -0.01
H -1.649 -3.341 0.565  0.00
H 0.629 -2.938 -7.988  0.00
H 0.519 1.746 3.388  0.00
H 3.748 4.078 1.738  0.00
H -1.234 6.788 -1.877  0.00
H 2.023 0.791 1.474  0.08
H 3.969 0.817 -3.615  0.00
H -1.659 -1.370 -6.721  0.00
H 2.431 7.246 -2.246  0.00
H -2.648 2.694 -1.388  0.00
H -2.966 0.542 1.399  -0.01
H -2.459 -0.553 2.663  -0.01
H -0.131 -4.736 -6.387  0.00
H -1.708 -3.060 -7.233  0.00
H 3.753 3.449 3.384  0.00
H 1.449 7.293 0.700  0.00
H 1.993 2.118 4.305  0.00
H -0.401 1.887 -2.392  -0.01
H 2.092 5.148 0.849  0.00
H 4.661 -1.628 -0.901  0.00
H -1.825 1.280 -3.256  0.00
H 0.981 8.439 -0.564  0.00
H -3.747 0.563 -0.834  0.00
H 0.990 -5.143 -1.378  0.00
H 1.155 -4.293 -5.252  0.00
H -1.283 4.520 -1.675  0.00
H 3.308 1.805 0.826  0.00
H -3.831 -1.802 -0.545  0.00
H -0.259 7.548 0.340  0.00
H 3.419 1.166 2.482  0.00
H 3.173 -5.104 3.107  0.00
H 1.926 -2.461 -6.885  0.00
H 3.018 -1.098 -0.510  0.02
H -2.660 2.002 0.236  -0.02
H 2.681 4.791 2.965  0.00
H 2.230 5.504 -2.523  0.00
H -1.548 -0.664 -4.582  0.00
H -2.188 -2.624 -5.589  0.00
H 3.397 0.997 -1.945  0.00
H -0.520 -4.320 -4.704  0.00
H -3.991 -0.863 1.806  0.00
H 0.056 7.667 -2.705  0.00
H -3.134 -3.071 1.494  0.00
H 5.423 -1.800 -3.209  0.00



C41H59GeN3O5PSSi2Ti as an isolated structure, computed with ωB97M-V with the def2-TZVPD basis set.

Properties
LUMO level (alpha / beta): -0.155 / -0.148 eV
Energy relative to the best compared isomer or geometry (same formula, charge and spin): 1.28 kcal/mol
Spin multiplicity: 2
Net charge: 0
HOMO-LUMO gap (alpha / beta): 0.26010 / 0.25745 Ha
<S²>: 0.767

Each line ends with the Mulliken spin population.
Cartesian coordinates (Å):
Ge -1.756 -1.611 -1.331  0.06
Ti -0.128 0.159 -0.088  1.02
S -0.445 0.488 5.453  0.00
P -2.531 2.781 -0.662  0.01
Si 3.336 -3.233 1.640  0.00
Si 1.631 1.498 -1.548  0.06
O -2.167 4.097 -1.241  0.00
O -1.603 0.883 6.196  0.00
O 0.858 0.644 6.015  0.00
O -1.542 1.637 -0.650  -0.13
O -0.826 0.793 1.778  0.00
N -3.086 2.022 -3.061  0.00
N -1.940 3.012 1.930  0.00
N -0.498 1.254 3.962  0.00
C -5.848 -1.941 1.205  0.00
C -1.548 -0.802 -4.159  0.00
C -0.691 -6.250 -1.826  0.00
C -1.109 -2.156 2.668  -0.02
C 1.287 3.934 -0.154  -0.01
C 2.975 0.433 -2.429  -0.01
C 2.249 -0.799 -2.995  0.00
C -0.673 0.387 3.036  0.03
C -4.368 -2.805 -0.488  0.00
C -0.101 -5.489 -0.825  0.00
C -3.841 2.099 -1.766  0.00
C -1.969 -0.370 -5.413  0.00
C 3.659 1.152 -3.597  0.00
C -4.252 -0.602 -4.708  0.00
C -2.458 -1.125 -3.144  -0.01
C -3.135 2.977 1.053  0.00
C -1.042 -3.470 4.698  0.00
C 2.470 -4.467 2.755  0.00
C -1.562 -5.645 -2.720  0.00
C -0.820 -1.038 3.429  -0.01
C 2.380 2.904 -0.459  -0.01
C -1.853 -4.291 -2.602  0.00
C -0.771 -2.343 5.468  0.00
C -3.818 -1.027 -3.455  0.00
C -5.545 -2.898 0.244  0.00
C 2.094 -2.015 1.078  0.06
C 4.040 -4.096 0.139  0.01
C -3.793 -0.812 0.680  0.01
C -1.282 -3.514 -1.593  -0.01
C -1.222 -3.376 3.322  0.00
C 2.821 2.295 0.881  -0.01
C -3.465 -1.756 -0.294  0.00
C -3.327 -0.261 -5.690  0.00
C -4.964 -0.896 1.426  0.00
C 0.633 2.324 -2.959  -0.01
C 1.274 -1.213 0.647  -0.08
C 3.566 3.639 -1.088  0.00
C -0.393 -4.136 -0.714  0.02
C 4.054 -0.056 -1.457  -0.01
C 4.693 -2.350 2.574  0.00
C -0.677 -1.141 4.801  0.00
H 4.277 -1.675 3.324  0.00
H 4.815 -4.812 0.422  0.00
H 3.183 -5.179 3.177  0.00
H 4.750 -0.722 -1.984  0.00
H -1.442 -4.265 2.744  0.00
H 3.263 -4.627 -0.415  0.00
H -3.108 0.006 0.875  0.01
H -2.199 3.142 2.906  0.00
H -0.651 -2.408 6.540  0.00
H 3.569 1.510 0.760  0.00
H -1.323 3.783 1.682  0.00
H 0.393 3.459 0.263  0.01
H 1.979 1.847 1.420  0.00
H 1.716 -5.031 2.200  0.00
H -2.345 1.311 -2.983  0.01
H 4.486 -3.362 -0.536  0.00
H 0.051 1.562 -3.490  -0.01
H -1.239 -2.099 1.597  0.02
H 1.654 4.663 0.578  0.00
H -3.759 2.131 1.348  0.00
H -0.056 3.058 -2.534  0.00
H 1.968 -3.957 3.580  0.00
H 3.309 4.073 -2.057  0.00
H 3.884 4.460 -0.433  0.00
H -6.758 -2.020 1.785  0.00
H 4.259 2.002 -3.269  0.00
H 3.246 3.069 1.532  0.00
H -1.123 -4.435 5.181  0.00
H -5.314 -0.548 -4.923  0.00
H -6.224 -3.724 0.074  0.00
H 5.346 -3.064 3.082  0.00
H -0.483 -0.880 -3.964  -0.01
H -0.463 -7.305 -1.915  0.00
H -5.178 -0.157 2.191  0.00
H -4.558 -1.275 -2.703  0.00
H -2.532 -3.839 -3.318  0.00
H -3.660 0.062 -6.668  0.00
H -1.238 -0.125 -6.174  0.00
H 0.110 -3.548 0.047  0.00
H -4.173 1.097 -1.502  0.00
H 2.942 1.512 -4.338  0.00
H -4.680 2.775 -1.915  0.00
H 0.964 4.483 -1.040  0.00
H 4.333 0.455 -4.111  0.00
H 5.306 -1.757 1.892  0.00
H -1.312 1.888 1.794  0.01
H -3.717 3.895 1.129  0.00
H 1.701 -1.348 -2.223  0.01
H 0.596 -5.949 -0.135  0.00
H 1.549 -0.513 -3.787  0.00
H 4.427 2.984 -1.231  0.00
H 2.971 -1.495 -3.439  0.00
H -2.638 2.927 -3.243  0.00
H 3.622 -0.609 -0.622  0.01
H -2.015 -6.226 -3.514  0.00
H -4.142 -3.580 -1.214  0.00
H 1.252 2.833 -3.702  0.00
H -3.673 1.734 -3.848  0.00
H 4.643 0.769 -1.052  0.00



C41H59N3O5Si4Ti as an isolated structure, computed with ωB97M-V with the def2-TZVPD basis set.

Properties
LUMO level (alpha / beta): 4.214 / 4.206 eV
Energy relative to the best compared isomer or geometry (same formula, charge and spin): 45.26 kcal/mol
Spin multiplicity: 3
Net charge: -2
HOMO-LUMO gap (alpha / beta): 0.18134 / 0.22491 Ha
<S²>: 2.032

Each line ends with the Mulliken spin population.
Cartesian coordinates (Å):
Ti -0.295 -0.839 -0.676  0.83
Si 2.850 1.602 -0.821  0.02
Si 1.446 2.894 1.624  -0.01
Si 3.456 0.583 1.862  0.00
Si -0.958 -1.480 2.717  0.02
O -4.461 -2.574 -1.342  0.00
O -1.949 -2.095 -1.047  0.00
O -0.655 0.962 -1.368  0.07
O 0.220 -1.310 -2.591  0.03
O 2.594 0.139 -1.669  0.00
N -0.654 -3.629 0.069  0.02
N -1.347 -0.636 1.239  0.06
N 0.354 -2.742 -0.419  -0.05
C -2.983 -4.069 -0.155  0.00
C 1.067 -2.127 -3.082  0.03
C 1.313 -2.145 -4.497  -0.01
C 2.919 0.013 3.589  0.00
C -0.607 -0.515 4.325  0.00
C 3.354 -0.158 -2.817  0.00
C 2.291 -2.926 -5.036  0.01
C 2.471 3.663 3.043  0.00
C -5.201 -5.705 0.306  0.00
C 1.271 -3.422 -1.027  0.07
C 2.787 -3.885 -2.905  0.02
C -2.576 0.028 1.211  -0.03
C 2.220 1.449 0.842  0.01
C 4.092 -1.024 1.056  0.00
C -4.248 -3.698 -0.638  0.00
C -5.350 -4.525 -0.394  0.00
C 5.043 1.568 2.318  0.00
C 0.575 -2.569 2.583  0.07
C 1.805 -3.071 -2.304  -0.01
C -5.113 1.380 1.165  0.00
C 3.063 -3.805 -4.241  -0.01
C -2.120 3.702 -3.327  0.25
C 1.146 4.428 0.545  0.00
C 2.201 2.923 -2.007  0.04
C -2.860 -5.271 0.543  0.00
C -3.338 5.208 -1.883  0.24
C -2.971 4.423 -0.785  -0.15
C -3.276 0.307 0.013  0.06
C -2.900 4.828 -3.152  -0.14
C -4.443 1.151 2.357  0.00
C -0.247 2.613 2.403  0.00
C -2.369 -2.628 3.228  0.00
C -2.199 3.295 -0.942  0.12
C -0.928 1.737 -2.387  0.30
C -4.499 0.954 -0.004  0.00
C -1.741 2.888 -2.223  -0.06
C -0.304 1.434 -3.721  0.02
C -3.217 0.505 2.378  0.00
C 4.734 1.924 -0.970  0.00
C -1.793 -3.202 -0.389  0.00
C -3.948 -6.089 0.779  0.00
H -4.866 1.492 3.297  0.00
H -2.089 -3.119 4.169  0.00
H 3.729 -1.184 -2.770  0.00
H -0.195 -1.249 5.028  0.00
H -1.877 -5.538 0.906  0.00
H 5.938 0.953 2.167  0.00
H 0.696 5.180 1.203  0.00
H 0.307 -3.553 2.200  0.01
H -0.220 1.910 3.235  0.00
H -2.727 0.395 3.332  0.00
H 2.702 3.881 -1.842  0.00
H 3.825 -4.428 -4.690  0.00
H 3.312 -4.600 -2.279  0.00
H -1.929 2.696 -0.084  0.12
H -0.636 3.567 2.781  0.00
H 5.170 2.486 1.743  0.00
H 4.240 -0.934 -0.023  0.00
H 1.900 4.510 3.442  0.00
H 2.079 -0.676 3.578  0.00
H 0.994 -2.681 3.587  0.00
H -2.846 0.040 -0.938  -0.01
H 4.216 0.503 -2.935  0.00
H -1.485 -0.076 4.802  0.00
H -6.068 1.891 1.143  0.00
H 3.434 4.043 2.685  0.00
H 2.745 -0.066 -3.722  0.00
H 1.125 3.089 -1.981  0.00
H 0.143 0.267 4.211  0.00
H -1.800 3.433 -4.326  0.04
H 1.443 -4.438 -0.663  0.00
H 5.030 2.093 -2.010  0.00
H -3.300 4.697 0.211  -0.01
H 0.138 2.336 -4.155  0.00
H 2.672 0.846 4.253  0.00
H 2.069 4.850 0.137  0.00
H -6.314 -4.204 -0.768  0.00
H 5.374 1.139 -0.556  0.00
H 0.472 0.686 -3.590  0.00
H -0.959 2.208 1.683  0.00
H -3.173 5.422 -4.018  -0.01
H 0.450 4.259 -0.279  0.00
H 0.723 -1.470 -5.105  0.00
H -6.067 -6.331 0.489  0.00
H 2.468 2.585 -3.016  0.00
H 5.007 1.845 3.377  0.00
H 3.370 -1.832 1.210  0.00
H -3.827 -7.012 1.333  0.00
H 2.673 2.982 3.875  0.00
H 1.355 -2.159 1.943  -0.03
H -3.949 6.093 -1.751  0.03
H -4.964 1.142 -0.966  0.00
H 5.038 -1.331 1.515  0.00
H -1.034 1.046 -4.443  0.01
H 3.777 -0.512 4.030  0.00
H -3.598 -2.095 -1.368  0.00
H -2.533 -3.407 2.483  0.00
H 2.478 -2.876 -6.104  0.00
H -3.313 -2.104 3.386  0.00
H 4.954 2.850 -0.428  0.00



C41H59N4O2PZr as an isolated structure, computed with ωB97M-V with the def2-TZVPD basis set.

Properties
LUMO level: -6.232 eV
Net charge: +2
HOMO-LUMO gap: 0.25099 Ha

Each line ends with the Mulliken charge.
Cartesian coordinates (Å):
Zr -0.391 0.706 -0.299  -0.54
P -0.646 2.122 -2.719  2.53
O -0.372 1.183 1.653  -0.54
O -1.678 2.489 -0.086  1.47
N 2.893 -2.787 -0.734  0.15
N -2.208 -0.800 0.128  1.44
N -0.653 -2.145 2.655  0.60
N 2.079 0.680 0.330  0.64
C -0.649 2.172 2.506  -0.16
C -0.427 3.150 4.701  -0.95
C -0.091 2.174 3.787  0.14
C -0.408 -0.497 -3.355  0.05
C -3.262 2.912 -2.652  -1.89
C -1.329 4.171 4.373  -1.12
C 2.470 -4.130 -0.383  -0.89
C -2.027 3.193 -3.253  1.13
C -2.033 -2.302 2.229  -1.61
C -1.451 -0.270 -5.954  -0.88
C -1.138 -1.518 -5.425  -0.97
C 2.885 5.054 -2.839  -1.01
C 2.138 1.753 -4.579  -1.24
C 3.048 -0.423 -0.040  -1.75
C -0.624 -1.628 -4.142  -0.54
C -0.743 0.748 -3.890  0.28
C -2.827 4.488 0.368  -2.01
C 2.569 1.882 -0.371  -1.24
C 1.966 2.958 -3.678  1.23
C 1.747 5.274 -2.074  -0.84
C -1.500 3.237 2.147  0.30
C -0.099 -3.447 3.053  -1.23
C -0.588 -1.265 3.815  -0.94
C 0.823 3.185 -2.902  1.86
C -1.266 0.862 -5.179  -0.69
C -0.719 4.523 -5.060  -1.38
C -3.130 4.872 -4.560  -0.75
C 0.254 -0.595 -2.001  -0.59
C 2.803 -1.878 0.395  -0.11
C 2.279 0.917 1.785  -1.46
C 4.242 -2.824 -1.293  -1.14
C 2.983 3.911 -3.622  -0.98
C -1.955 4.180 -4.253  0.88
C -1.843 4.214 3.107  -0.97
C 0.731 4.334 -2.104  -1.40
C -2.203 -2.048 -0.686  -1.40
C -2.648 -1.104 1.533  -0.69
C -1.973 3.341 0.799  0.26
C -4.342 4.600 -3.945  -1.00
C -4.415 3.595 -2.992  -0.74
C -3.286 0.059 -0.438  -1.51
H 3.142 1.737 -5.001  0.54
H 3.879 3.747 -4.217  0.45
H -1.366 -2.681 -0.417  0.22
H 3.594 2.106 -0.074  0.68
H -3.020 0.365 -1.450  0.35
H -1.547 1.836 -5.569  0.39
H -2.527 5.011 2.835  0.52
H 4.229 -3.371 -2.236  0.34
H -0.370 -2.608 -3.746  0.57
H -2.520 -0.202 2.123  0.28
H -3.453 0.925 0.184  0.23
H 3.561 -2.153 1.146  0.50
H -3.137 -2.591 -0.521  0.41
H 4.958 -3.317 -0.617  0.37
H 2.423 -4.747 -1.285  0.36
H -2.327 5.433 0.594  0.48
H -0.081 5.237 -4.533  0.29
H -4.216 -0.499 -0.492  0.79
H 1.486 -4.089 0.071  0.11
H -3.085 5.637 -5.328  0.52
H -3.028 4.428 -0.696  -0.02
H 1.954 2.742 -0.124  0.31
H -2.689 -2.494 3.090  0.41
H -1.852 -0.181 -6.956  0.50
H 1.650 6.169 -1.472  0.50
H -0.510 -3.782 4.017  0.37
H -2.102 -3.183 1.592  0.57
H -1.293 -2.411 -6.020  0.43
H 1.974 0.809 -4.050  0.09
H 3.692 5.777 -2.834  0.44
H -1.015 4.979 -6.004  0.63
H -0.987 -0.284 3.579  -0.03
H 3.347 0.976 1.993  0.61
H 3.984 -0.094 0.404  0.65
H -5.229 5.159 -4.223  0.42
H 1.847 0.106 2.365  0.24
H 0.602 1.388 4.056  0.55
H -3.717 -1.313 1.478  0.50
H 1.306 -0.289 -2.153  0.69
H 4.610 -1.815 -1.498  0.39
H 3.154 -4.622 0.328  0.39
H 0.451 -1.156 4.135  0.34
H 1.824 1.853 2.082  0.52
H -1.603 4.920 5.107  0.44
H -2.128 -1.795 -1.740  0.45
H 0.014 3.121 5.693  0.49
H -0.173 4.505 -1.521  0.29
H -0.115 3.647 -5.291  0.10
H -1.160 -1.676 4.661  0.58
H 1.827 -1.979 0.874  -0.47
H 0.985 -3.375 3.154  0.33
H 1.429 1.776 -5.411  0.28
H -3.319 2.146 -1.895  0.38
H 2.555 1.718 -1.438  0.12
H 0.346 -1.643 -1.724  1.08
H -0.330 -4.210 2.313  0.38
H -5.358 3.347 -2.517  0.49
H 3.194 -0.403 -1.114  0.80
H -3.776 4.481 0.916  0.57



Number 1: total energy -3479.9935 Eh, strongest force on any atom 0.6 eV/Å. Number 2: total energy -6383.1737 Eh, strongest force on any atom 0.6 eV/Å. Number 3: total energy -4145.9332 Eh, strongest force on any atom 2.1 eV/Å. Number 4: total energy -2355.1684 Eh, strongest force on any atom 0.9 eV/Å.